{
  "formula": "C37H108N14O13",
  "method": "ωB97M-V/def2-TZVPD",
  "symbols": ["C", "H", "H", "O", "C", "H", "H", "H", "H", "H", "H", "C", "H", "H", "C", "H", "H", "N", "H", "N", "C", "H", "H", "C", "H", "H", "H", "H", "H", "C", "H", "H", "H", "H", "H", "H", "C", "H", "H", "H", "H", "H", "N", "N", "H", "C", "H", "C", "N", "N", "H", "O", "C", "H", "H", "H", "C", "O", "H", "C", "H", "H", "H", "H", "C", "H", "H", "H", "N", "O", "H", "H", "H", "H", "H", "C", "H", "C", "C", "H", "C", "H", "H", "H", "C", "H", "O", "H", "H", "C", "H", "H", "O", "C", "H", "O", "N", "C", "H", "H", "H", "C", "H", "H", "O", "C", "C", "H", "N", "C", "H", "H", "C", "C", "C", "O", "N", "H", "H", "H", "H", "H", "C", "H", "C", "H", "H", "H", "H", "H", "H", "N", "H", "N", "H", "N", "C", "C", "H", "H", "H", "H", "C", "H", "N", "O", "H", "H", "C", "H", "H", "O", "H", "H", "H", "H", "H", "H", "C", "C", "H", "O", "H", "O", "H", "H", "H", "H", "H", "H", "H", "H"],
  "xyz": [[-2.83689, -2.54713, 2.20113], [-5.15404, 3.21662, 6.21619], [-4.33599, 2.00057, 5.58972], [5.82118, 5.60827, 4.97889], [-0.87938, -5.91675, -1.05056], [-6.07942, -2.35344, -0.78476], [3.15124, -2.17787, 2.63339], [-1.16393, -5.25954, -1.87227], [0.73324, 1.42788, 2.04227], [-4.21829, 3.78949, 0.51840], [-1.23167, 0.99116, 0.13947], [5.09251, -2.28434, 1.74356], [3.74552, -0.77278, 2.13674], [-1.30675, 2.11793, -3.15288], [5.62158, 0.45549, -4.03802], [-3.96341, 1.80053, -5.72720], [4.02706, 0.10030, 4.66529], [-4.20411, -0.01685, -1.56392], [-2.85325, -3.27849, -2.63553], [-0.64175, 2.84761, -2.93968], [-3.79886, -4.11549, -5.67871], [-2.10087, -2.90621, -4.07945], [1.89946, 1.91675, 0.93740], [-0.23086, -0.78805, 0.08691], [2.41119, 3.41105, 4.12154], [4.53714, -2.81934, 0.97321], [6.53760, -0.94112, -2.46876], [-3.33662, -6.77308, -5.43148], [-2.83070, -4.18397, -6.17475], [4.62943, 6.23892, 4.56685], [1.67879, -1.23295, -0.63275], [4.37337, 1.89248, -3.09663], [0.91086, 4.17769, -2.21799], [3.13363, -0.56315, -2.72875], [4.46593, -1.71851, 4.56228], [-4.68981, -4.75430, -8.17969], [-2.14307, 0.43423, -4.59988], [-4.50399, 5.03632, 3.66669], [3.70892, 3.87787, 3.11887], [-1.92464, -1.54482, -1.02622], [5.14557, -0.08451, -1.99284], [-1.98321, 3.50743, 2.56242], [-4.38191, 3.79001, -3.04105], [4.53794, 1.47932, -4.00344], [-3.73194, -2.21691, -3.87672], [5.60113, -1.29101, 0.76329], [-0.45558, -1.94311, -1.79087], [-4.85028, 2.85656, -4.13548], [-5.39865, -1.60869, -0.74025], [2.12968, 6.01035, 4.33640], [0.32760, -6.90412, 1.02421], [-3.50621, -1.77128, 1.26798], [1.68359, 1.09740, 1.62309], [-6.70122, 3.98502, -4.62158], [-3.68333, -0.04879, -0.69912], [-5.24205, 4.02555, -2.56696], [-0.34901, -6.09171, 1.28931], [1.96178, -0.08833, 0.98121], [-5.85212, -3.99767, -7.40069], [-4.77133, 2.39369, 2.91422], [-0.26460, 3.42484, -3.67768], [6.45470, -0.79504, 1.22538], [-1.78953, -0.42249, -4.02617], [4.83748, -0.53790, 0.56895], [6.86959, 1.25049, -3.92637], [-1.26161, 0.89567, -5.04507], [4.93519, -6.24120, 2.11728], [-6.34799, 2.66635, 4.34544], [-1.13691, 0.17513, 0.72701], [-5.95166, -0.91551, -2.79967], [-4.69428, -1.64178, -0.01717], [6.45672, -2.52183, 3.27113], [-5.69160, 5.20734, 4.93729], [7.72917, 0.59181, -4.05030], [2.31561, 6.33185, 3.39716], [5.86967, 5.38589, 6.43681], [-5.44016, 2.84995, -0.17946], [-3.58954, 2.26535, -4.81491], [-3.09929, -3.08224, -3.67910], [-6.13730, 4.93679, 3.14756], [-5.38679, 3.15111, 4.17456], [0.79860, 3.97151, -0.38935], [0.74882, -7.18705, 3.25490], [-4.23820, -3.17599, -6.01401], [-5.21280, -0.82266, -1.80145], [-1.13098, -6.54902, 1.89552], [-3.53088, -4.22191, -4.33363], [-2.64679, -1.94465, 3.08937], [-3.17776, -6.55972, -7.15932], [6.16600, -3.11906, 2.40689], [-3.90284, 0.65943, -2.25093], [-0.75312, 0.47108, 1.61314], [4.59884, -1.51894, 5.49186], [1.49215, -4.36532, 1.64551], [4.89883, 2.21911, -4.58873], [-1.04084, 2.38027, -0.76685], [-5.39230, -4.89442, -7.46767], [-0.40413, 2.95412, -1.64729], [1.91341, -4.76805, 0.72441], [-1.67410, -6.65985, -0.98480], [4.67275, 6.70654, 3.58320], [-5.75527, 3.69233, -5.07722], [-2.65317, -0.15317, -5.36333], [-0.14405, -4.72678, 2.99859], [4.89618, -1.57143, -3.31269], [-3.89125, -6.52366, -6.33607], [1.26973, -0.32467, -0.19026], [-3.93646, 3.21324, -2.34174], [4.00426, -1.63907, 2.58697], [3.38614, 3.89696, 4.15981], [2.95777, -2.04471, -3.73658], [-1.01994, -0.33968, -1.88678], [-4.71026, -5.20652, -6.17931], [-0.22326, 4.45297, 2.19802], [0.48779, -5.31591, 2.33391], [5.61402, -4.40251, 2.81050], [0.63770, 3.72748, -1.35613], [-4.66926, 1.33388, 3.14765], [0.66387, 5.20084, 3.85827], [-3.47554, -3.37567, 2.50731], [7.16943, -3.20800, 1.99057], [-3.76495, 2.81049, 2.87448], [5.25522, -5.27684, 1.72268], [5.92211, -1.83898, -0.12259], [-0.91507, -1.16451, -1.18198], [6.99996, 1.74451, -2.96353], [3.10122, -0.20901, 6.19315], [1.24694, -5.92631, 4.08125], [2.40421, 1.19118, 2.43549], [4.34313, -4.93406, 1.23414], [-4.52111, -7.37080, -6.60761], [1.17538, -6.27909, 3.13757], [5.47088, -0.03469, -4.99985], [-1.30651, 3.74655, 1.85178], [4.80916, 0.39439, 6.20027], [-0.12152, 4.66587, 3.51610], [-4.70630, 2.82079, 0.62596], [3.34698, 5.32704, 4.82445], [-1.47210, 3.54500, 0.87604], [-4.04105, 2.02318, 0.29528], [6.92147, 5.31928, 6.71500], [1.93813, 6.83263, 4.89071], [3.53146, -1.55339, -2.95070], [-5.49861, -5.43054, -5.46067], [-4.59904, 2.95947, 5.41247], [-5.47773, 2.69747, 1.76350], [6.08417, -5.31874, 1.01615], [-5.12869, 4.53012, -5.38317], [4.07343, -0.23614, 5.70103], [4.52735, 7.12233, 5.19713], [1.33232, 0.55953, -0.82459], [0.55416, 4.96330, 1.39456], [2.31022, -4.15251, 2.33368], [6.86607, 1.97025, -4.74493], [-1.88853, -3.00361, 1.91765], [0.08443, -6.37699, -1.26813], [-2.83552, -1.12248, 1.04251], [1.01103, -3.40543, 1.45781], [5.61345, -0.52721, -2.87215], [-5.48938, 4.70308, 3.99236], [-5.90967, 3.07536, -5.96243], [-3.00526, 1.37575, -3.88953], [-2.81607, 2.97206, -5.11557], [-0.88855, -5.26236, 0.22916], [-0.23855, -1.67361, 0.72237], [3.49977, -2.07421, -1.99370], [5.29230, 4.48963, 6.66362], [4.18447, 3.26551, 4.54972], [5.37027, 6.09392, 7.09819], [-0.68668, 4.22698, 4.22889], [3.32641, 5.05604, 5.88003], [-5.28595, 1.96169, -3.69104]],
  "forces_ev_per_angstrom": [[-0.1, -1.0, 1.7], [-0.1, 0.2, 0.0], [0.0, -0.3, -0.3], [0.3, 0.2, 1.3], [-0.7, -0.3, 0.8], [0.2, 0.3, -0.2], [0.1, -0.3, -0.2], [0.2, 0.5, 0.4], [-0.5, -1.1, 0.0], [0.5, 0.1, 0.5], [0.1, 0.3, -0.1], [-2.5, -0.1, -1.7], [-0.1, 0.0, 0.0], [-0.2, 0.5, -0.4], [0.1, 2.1, 1.5], [0.3, -0.7, -0.1], [-0.7, 1.1, 0.1], [2.2, 2.6, -0.7], [-0.9, -0.1, 0.2], [-1.5, -1.3, -1.4], [0.4, 0.5, -0.9], [0.4, 0.8, -0.3], [0.2, 0.4, -0.2], [0.3, 0.8, -0.1], [0.0, 0.0, 0.6], [-0.2, -1.4, 0.7], [0.7, 0.5, -0.7], [-0.1, 0.1, 0.1], [0.2, 0.0, -0.7], [-1.2, -0.6, 1.6], [0.5, 0.3, -0.3], [0.1, -0.1, 0.3], [1.2, 0.8, 0.9], [0.1, 0.3, -0.5], [-0.1, -0.1, -0.6], [0.2, -0.1, -0.2], [-0.2, -0.6, 0.0], [0.2, 0.1, 0.1], [-0.2, 0.8, -0.4], [-0.1, 0.1, 0.3], [-0.1, 0.5, 0.2], [0.2, 0.0, -0.4], [-0.8, -0.9, -0.6], [-0.5, -0.9, -0.3], [-0.2, 0.1, 0.4], [1.5, 1.2, 0.6], [0.6, -0.2, 0.3], [1.5, 1.1, 0.6], [-0.9, -1.6, 1.3], [0.9, 0.1, 1.0], [0.0, 0.0, -1.0], [0.2, 0.0, -0.4], [1.3, 2.4, 0.3], [0.2, 0.1, 0.0], [-0.2, 0.0, -0.3], [-0.3, 0.6, 0.2], [-0.1, 1.0, 0.8], [0.0, -1.2, 1.0], [-0.3, 0.2, 0.2], [0.6, 1.7, 2.4], [0.2, -0.1, 0.2], [0.3, 0.5, -0.4], [0.0, 0.6, 1.1], [0.1, -0.1, -0.5], [1.7, -0.2, -1.0], [-0.1, 0.4, 0.0], [0.7, 0.0, 0.3], [-0.6, 0.4, -0.3], [-0.2, -1.0, 0.7], [1.1, 0.8, 0.3], [-0.3, -0.4, 0.1], [-0.5, -0.5, 0.9], [-0.4, 0.0, -0.2], [0.4, 0.0, -0.1], [-0.1, 0.0, -0.4], [-0.3, -0.5, -1.3], [-0.1, -0.1, -0.2], [-1.1, 0.9, -0.1], [1.6, 0.4, -0.6], [-0.4, 0.2, 0.4], [-0.2, -0.1, -0.1], [0.2, 0.8, -0.1], [-0.4, -0.1, -0.4], [-0.1, 0.6, 0.6], [-2.4, -1.7, -0.8], [-0.6, -0.2, -0.4], [-1.5, -1.5, 1.4], [0.1, 0.0, 0.3], [0.2, 0.8, -0.1], [-1.3, -0.3, 1.2], [0.1, -0.2, -0.1], [-0.2, 0.0, 0.0], [0.3, -1.0, 1.4], [-0.4, 0.2, 0.7], [-0.5, 0.3, -0.1], [-1.2, -0.5, 0.3], [0.6, -0.2, 0.6], [1.1, 0.8, 0.8], [-0.1, -0.1, 0.0], [0.1, -0.5, -0.4], [0.3, -0.9, -0.5], [1.4, -1.4, 0.1], [-0.6, 0.7, -0.5], [-0.4, 0.3, -0.3], [-1.9, -2.9, -0.7], [-0.5, -0.2, -0.3], [-2.4, -1.1, 0.2], [0.6, -0.1, 0.2], [1.7, -0.5, 0.7], [1.0, 0.7, -0.8], [-0.1, 0.0, 0.2], [0.1, 0.4, 0.2], [0.3, -1.7, -0.9], [-0.4, 0.8, 0.1], [-0.2, 0.8, -1.4], [0.5, 0.3, 0.0], [0.1, 0.0, -0.6], [-0.3, -0.3, -0.3], [0.3, 0.0, 0.1], [-0.1, 0.0, 0.0], [-0.3, -0.3, -1.3], [0.3, -0.1, -0.3], [-0.2, 1.0, 0.6], [0.1, 0.5, -0.2], [-0.5, -0.6, -1.7], [-0.3, 0.1, 0.0], [0.0, -0.1, 0.1], [0.3, 0.1, 0.1], [0.1, -0.1, 0.1], [0.1, 0.3, -0.3], [-0.4, 0.0, 0.4], [1.0, -0.8, 1.0], [0.5, -0.4, 0.2], [-0.9, -0.8, -0.4], [-0.1, 0.0, 0.4], [-0.1, 0.0, 1.4], [-0.7, 0.7, -2.4], [0.7, -0.9, -1.7], [0.0, -0.3, 0.0], [0.3, -0.3, 0.9], [-0.2, -0.2, -0.1], [0.0, 0.2, 0.1], [0.3, -0.3, 0.6], [0.0, 0.3, 0.2], [0.7, -0.2, -0.4], [-0.4, -0.6, 0.9], [-0.1, -0.4, -0.1], [-0.4, 0.3, 0.1], [0.7, 0.1, -1.5], [-0.4, 0.3, 0.4], [-0.2, 0.0, -0.4], [0.5, -0.3, -0.3], [0.1, -0.2, 0.1], [0.4, 0.3, 0.2], [0.1, 0.2, -0.7], [0.0, 0.0, 0.0], [0.5, 1.1, -0.5], [0.0, 0.0, -0.4], [-0.3, 1.2, 0.0], [0.6, -1.5, -0.9], [-0.5, 0.1, -0.1], [0.9, -2.0, -0.9], [-0.2, 0.6, 0.0], [1.2, -0.6, 0.4], [0.6, -0.1, 0.2], [-0.6, -0.5, 0.1], [0.5, -0.5, -0.1], [-0.3, -0.1, 0.8], [0.1, 1.0, -0.6], [-0.1, -0.1, -0.5], [-0.5, 0.8, 0.2], [-0.8, 0.0, -0.2]],
  "homo_lumo_gap_ev": [1.57, 8.73],
  "e_homo_ev": [0.5, -6.8],
  "multiplicity": 2,
  "s2": 0.75,
  "e_lumo_ev": [2.033, 1.960],
  "total_charge": -1
}